The following is a quantum chemistry calculation of a cluster of 2 separate species, C9H14O in total at a distorted geometry, from OMol25.

The calculation puts the energy relative to the best compared isomer or geometry (same formula, charge and spin) at 134.4 kJ/mol. For the HOMO-LUMO gap, the calculation gives 9.08 eV. The structure (SMILES) is Cc1ccc(O)cc1.CC. The calculation puts the total energy at -426.52159 hartree.

The geometry in XYZ format:
```
24
C9H14O (ωB97M-V/def2-TZVPD)
C -2.47156 -1.19385 1.63555
C 0.94788 -0.70588 0.23409
C 0.75619 -0.89190 -1.14285
C -0.15918 -0.95584 1.10441
C -1.47023 -1.23910 0.63063
C -0.55484 -1.28726 -1.56734
C -1.63133 -1.42307 -0.74910
O 1.66964 -0.43940 -2.05850
H 1.84196 -0.33634 0.66487
H -0.13757 -0.61999 2.23854
H -0.68481 -1.48461 -2.58950
H 1.33988 -0.55011 -2.95428
H -3.54334 -1.11747 1.37719
H -2.38951 -0.45267 2.41327
H -2.59231 -1.61188 -1.11228
H -2.49684 -2.09844 2.20757
C 1.34729 2.98191 -0.00236
C 1.16225 3.46982 1.48750
H 2.28369 2.37078 -0.18105
H 0.51529 2.38013 -0.41997
H 1.53364 3.91151 -0.55171
H 1.57650 4.44202 1.48910
H 1.69688 2.76878 2.16116
H 0.14062 3.38456 1.94186
```